C41H36IN4O4PRe | wB97M-V/def2-TZVPD

- E: -76732.69958 eV
- Spin multiplicity: 4
- Relative energy (zero: lowest compared OMol25 entry of this formula, charge and spin): 0.921 eV
- Charge: +4
- Maximum force: 0.5 eV Å⁻¹
- Highest occupied orbital energy (spin up / spin down): -18.5882 / -18.3080 eV

Each line ends with the Löwdin spin population.
CARTESIAN COORDINATES (ANGSTROEM)
1 Re 0.68093 0.01736 -0.10316  2.721
2 O 5.63297 -2.33930 3.96555  0.000
3 C 4.34350 -2.36720 4.52502  0.004
4 C 3.42028 -1.76726 3.51525  0.022
5 C 2.03948 -1.75744 3.69985  -0.001
6 C 1.24309 -1.19887 2.73887  0.015
7 N 1.72889 -0.62790 1.60640  0.018
8 C 3.08580 -0.60103 1.45408  0.021
9 C 3.93065 -1.17465 2.36484  -0.001
10 C 3.57108 0.13996 0.26860  0.021
11 C 4.88875 0.41125 0.03093  0.001
12 C 5.25385 1.23574 -1.03680  0.025
13 C 6.69009 1.53919 -1.32467  0.005
14 O 6.70821 2.68700 -2.13387  0.000
15 C 4.24383 1.77775 -1.82765  -0.001
16 C 2.93955 1.44348 -1.57395  0.020
17 N 2.59128 0.62233 -0.54890  0.014
18 H 6.27403 -2.69984 4.58719  0.000
19 H 4.25876 -1.77460 5.44200  0.002
20 H 3.99700 -3.37510 4.76502  0.001
21 H 1.58958 -2.18639 4.58856  0.000
22 H 0.17239 -1.16899 2.85981  -0.001
23 H 5.00079 -1.18273 2.21698  0.000
24 H 5.65129 0.00723 0.68663  0.000
25 H 7.10477 0.66094 -1.82999  0.002
26 H 7.23675 1.65202 -0.38841  0.001
27 H 7.61696 2.95224 -2.30785  0.000
28 H 4.48926 2.46078 -2.63038  0.000
29 H 2.14599 1.83163 -2.19655  0.002
30 I -1.85514 -0.83736 0.28443  0.041
31 C -3.18877 -1.18607 1.93959  -0.005
32 C -2.74754 -1.79985 3.06371  0.001
33 C -3.70823 -2.05941 4.06666  0.000
34 C -5.01340 -1.71058 3.86883  0.002
35 C -5.44555 -1.09072 2.66737  0.000
36 C -6.80867 -0.75328 2.45694  0.000
37 C -7.23589 -0.17492 1.29552  -0.001
38 C -6.31055 0.10927 0.27464  -0.001
39 C -4.97739 -0.19464 0.44552  -0.003
40 P -3.89889 0.28921 -0.86472  -0.011
41 C -3.62998 2.02116 -0.96442  0.000
42 C -4.53500 2.73696 -1.76235  0.000
43 C -4.47614 4.12178 -1.76592  0.000
44 C -3.52480 4.78137 -0.99837  0.000
45 C -2.62569 4.06647 -0.20835  0.001
46 C -2.67491 2.68431 -0.18376  0.004
47 C -4.15109 -0.54191 -2.35420  -0.002
48 C -3.91389 0.11162 -3.57904  -0.002
49 C -4.19710 -0.56881 -4.75011  0.000
50 C -4.67806 -1.87475 -4.70137  -0.004
51 C -4.88017 -2.53195 -3.48075  0.000
52 C -4.62246 -1.87229 -2.30157  -0.002
53 C -4.51035 -0.80473 1.64178  0.000
54 H -1.72205 -2.11070 3.20817  0.000
55 H -3.39321 -2.54352 4.98273  0.000
56 H -5.74947 -1.91762 4.63706  0.000
57 H -7.52018 -0.97414 3.24634  0.000
58 H -8.28265 0.06392 1.15112  0.000
59 H -6.66507 0.56819 -0.64339  0.000
60 H -5.28401 2.23348 -2.36464  0.000
61 H -5.17757 4.68323 -2.37109  0.000
62 H -3.48714 5.86430 -1.00631  0.000
63 H -1.90513 4.59408 0.40625  0.000
64 H -2.00372 2.13924 0.46632  0.006
65 H -3.51831 1.11882 -3.62199  0.000
66 H -4.05076 -0.07463 -5.70517  0.000
67 H -4.91017 -2.39189 -5.62687  0.000
68 H -5.25963 -3.54682 -3.46364  0.000
69 H -4.82129 -2.36176 -1.35270  0.000
70 O 1.56390 3.81719 -3.60818  0.000
71 C 1.06280 3.75463 -4.94112  0.000
72 N -0.38573 3.83667 -5.01232  0.000
73 C -1.21536 2.90975 -4.49017  0.000
74 O -2.42402 3.02362 -4.39327  0.000
75 C -0.58890 1.61555 -4.01482  0.003
76 C -0.36662 0.55282 -4.88010  0.001
77 C 0.11029 -0.64795 -4.36945  0.001
78 C 0.34825 -0.74756 -3.01855  0.018
79 N 0.12281 0.28283 -2.16926  0.030
80 C -0.34350 1.44304 -2.67230  0.018
81 H 1.70619 4.73928 -3.36612  0.000
82 H 1.39863 2.81104 -5.35297  0.000
83 H 1.46096 4.55557 -5.55354  0.000
84 H -0.82093 4.67436 -5.37374  0.000
85 H -0.54174 0.66648 -5.94618  0.000
86 H 0.31162 -1.49520 -5.01273  0.000
87 H 0.73613 -1.66517 -2.58975  0.009
88 H -0.48923 2.26337 -1.97786  0.007

=====

C41H37AsN7O10S3SbTa | wB97M-V/def2-TZVPD

- E: -175448.97424 eV
- Relative energy (zero: lowest compared OMol25 entry of this formula, charge and spin): 2.800 eV
- Charge: +1
- Maximum force: 0.3 eV Å⁻¹
- Highest occupied orbital energy: -11.3438 eV

Each line ends with the Löwdin charge.
CARTESIAN COORDINATES (ANGSTROEM)
1 Ta -0.11115 -0.48303 0.96942  1.560
2 C -0.17668 1.27260 -5.41182  0.012
3 C -0.79999 1.50807 -4.09122  -0.330
4 N -1.04891 2.66628 -3.55710  0.139
5 N -1.59472 2.36891 -2.34186  0.057
6 C -1.67633 1.06722 -2.10242  -0.780
7 S -2.23575 0.24983 -0.71896  0.694
8 N -1.19261 0.50482 -3.24112  -0.122
9 N -0.99201 -0.84911 -3.48141  0.139
10 H 0.05246 2.23108 -5.86923  0.090
11 H -0.85006 0.70855 -6.05585  0.093
12 H 0.73853 0.69135 -5.29633  0.083
13 H -1.84633 3.10303 -1.69748  0.148
14 H -1.85366 -1.33573 -3.25403  0.101
15 H -0.27716 -1.17936 -2.83673  0.053
16 O -1.89365 -2.88056 3.64095  -0.370
17 As -2.90942 -2.17930 2.37812  1.248
18 O 0.13025 -0.50380 3.30022  -0.193
19 O -1.81479 -0.94689 1.69363  -0.797
20 C -2.74402 -3.54072 0.94751  -0.318
21 C -3.96210 -4.17297 0.72473  -0.120
22 C -4.09647 -5.20947 -0.19295  -0.050
23 C -2.99950 -5.64032 -0.91525  -0.048
24 C -1.76929 -5.02696 -0.72412  -0.045
25 C -1.65295 -3.98930 0.18962  -0.274
26 S -0.05826 -3.25626 0.29122  0.568
27 O 0.92115 -4.17311 -0.17094  -0.217
28 O 0.11287 -2.69177 1.65227  -0.418
29 O -0.12038 -1.97285 -0.52776  -0.541
30 H -1.01471 -3.11065 3.30595  0.011
31 H -4.83383 -3.85650 1.28754  0.093
32 H -5.05987 -5.68141 -0.33215  0.115
33 H -3.08991 -6.45365 -1.62192  0.116
34 H -0.89603 -5.35837 -1.26894  0.118
35 N 2.51380 -1.88155 8.01802  0.189
36 C 1.90246 -1.39749 7.17572  -0.161
37 C 1.13712 -0.79376 6.11872  -0.192
38 C -0.31936 -0.79612 6.21790  0.013
39 C -1.05871 -0.14114 5.32607  -0.052
40 N -0.51567 0.51578 4.18391  0.090
41 C 0.92596 0.41536 4.03830  -0.251
42 C 1.74761 -0.16165 5.10951  0.068
43 H -0.78507 -1.26930 7.07052  0.130
44 H -2.12710 -0.01859 5.42437  0.125
45 H 1.36591 1.19502 3.42529  0.130
46 H 2.82105 -0.04493 5.06726  0.136
47 C 2.00102 -0.80712 1.47099  -0.273
48 H 2.50966 0.14428 1.64025  -0.017
49 H 2.50776 -1.31988 0.64980  0.019
50 H 2.11016 -1.43508 2.35717  0.028
51 S 1.12719 0.56849 -1.12800  0.294
52 Sb 3.08508 1.79191 -0.92681  1.435
53 C 2.77365 3.85440 -1.11581  -0.360
54 C 3.59807 4.77577 -0.48045  -0.114
55 C 3.38867 6.13334 -0.68718  -0.067
56 C 2.36392 6.56256 -1.52062  -0.069
57 C 1.54591 5.63746 -2.15544  -0.068
58 C 1.75119 4.27928 -1.95712  -0.120
59 C 4.54305 1.39135 0.52852  -0.346
60 C 5.47717 0.41058 0.20861  -0.109
61 C 6.48477 0.10306 1.11193  -0.061
62 C 6.56557 0.78437 2.31702  -0.061
63 C 5.64102 1.77396 2.62472  -0.065
64 C 4.61984 2.07927 1.73672  -0.128
65 C 4.03125 1.29826 -2.73567  -0.371
66 C 4.91485 2.21680 -3.29653  -0.109
67 C 5.56708 1.90755 -4.48100  -0.068
68 C 5.33714 0.68628 -5.10046  -0.067
69 C 4.45560 -0.22770 -4.54085  -0.072
70 C 3.79762 0.07602 -3.35635  -0.140
71 H 4.40036 4.45035 0.17056  0.099
72 H 4.02978 6.85520 -0.19834  0.113
73 H 2.20614 7.62127 -1.67964  0.113
74 H 0.74887 5.96830 -2.80864  0.114
75 H 1.10601 3.56476 -2.45777  0.072
76 H 5.42836 -0.11424 -0.73824  0.101
77 H 7.20738 -0.66463 0.87007  0.113
78 H 7.35601 0.54831 3.01713  0.112
79 H 5.71517 2.31201 3.56094  0.111
80 H 3.88920 2.83353 1.98906  0.088
81 H 5.09295 3.17587 -2.82267  0.102
82 H 6.25248 2.61979 -4.92068  0.111
83 H 5.84731 0.44697 -6.02408  0.111
84 H 4.28016 -1.17947 -5.02490  0.110
85 H 3.10400 -0.63410 -2.92152  0.076
86 O 1.63046 2.64829 1.47791  0.000
87 C 0.41833 2.55860 1.38705  -0.543
88 O -0.21152 1.41337 1.45593  -0.271
89 C -0.45638 3.74766 1.18236  -0.107
90 C -1.83845 3.60353 1.06889  -0.004
91 C -2.62419 4.71237 0.79967  0.019
92 C -2.00075 5.94073 0.65716  -0.123
93 C -0.63600 6.11055 0.78553  0.026
94 C 0.14087 4.99570 1.05108  0.014
95 N -2.83492 7.12577 0.34667  -0.349
96 O -4.03051 6.95331 0.25460  0.095
97 O -2.26081 8.18057 0.18472  0.093
98 H -2.28752 2.62613 1.18244  0.102
99 H -3.69790 4.64223 0.70470  0.127
100 H -0.20387 7.09333 0.67066  0.125
101 H 1.21582 5.08079 1.13730  0.118